# 1
Computed, not measured: 2 unconnected molecules or ions with the total composition C2H3OS3, with ωB97M-V/def2-TZVPD.

Output
* HOMO energy: -4.145 eV
* energy above the lowest of the compared OMol25 structures with the same formula, charge and spin: 15.7 kcal/mol
* 2S+1: 1
* net charge: -1

Atoms and positions in Å:
1 C 1.23 -0.61 -0.11
2 C 1.40 0.70 -0.61
3 O -1.16 -0.75 1.24
4 S 1.84 -0.95 1.38
5 S 2.78 1.51 -0.90
6 S 0.61 -1.66 -1.24
7 H 0.53 1.13 -1.14
8 H -1.14 -1.50 0.61
9 H -0.30 -1.11 1.53



# 2
Computed, not measured: a molecular structure, C2H3OSm, with ωB97M-V/def2-TZVPD.

Output
* HOMO energy (alpha / beta): -18.312 / -16.588 eV
* 2S+1: 6
* net charge: +2

Atoms and positions in Å:
1 O 1.35 -0.94 0.10
2 C 0.99 -0.18 -0.95
3 Sm -1.35 0.18 -0.12
4 H 2.28 -1.22 0.18
5 C 0.79 -0.03 1.32
6 H 1.38 0.88 1.53
7 H 0.92 -0.71 2.17



# 3
Computed, not measured: a molecular structure, C2H3Sc, with ωB97M-V/def2-TZVPD.

Output
* HOMO energy (alpha / beta): -19.959 / -20.101 eV
* energy above the lowest of the compared OMol25 structures with the same formula, charge and spin: 0.0 kcal/mol
* 2S+1: 1
* net charge: +2

Atoms and positions in Å:
1 C 0.10 -0.52 -0.39
2 H -0.04 -1.34 0.34
3 C -0.50 0.66 -0.26
4 H -0.46 1.38 -1.08
5 H 1.26 -0.64 -0.61
6 Sc -0.37 0.46 2.00



# 4
Computed, not measured: 3 unconnected molecules or ions with the total composition C2H4, with ωB97M-V/def2-TZVPD.

Output
* HOMO energy: -10.950 eV
* energy above the lowest of the compared OMol25 structures with the same formula, charge and spin: 135.6 kcal/mol
* 2S+1: 1

Atoms and positions in Å:
1 C -1.07 -0.41 -0.82
2 C -0.06 -0.82 -0.15
3 H -1.35 1.13 -0.55
4 H -1.82 -0.67 -1.53
5 H 1.83 0.53 1.64
6 H 2.48 0.25 1.41